Record 1
Below is a 5-piece molecular cluster, C24H53N8O10 overall, with properties calculated with ωB97M-V/def2-TZVPD.

Structure (XYZ):
```
95
Properties=species:S:1:pos:R:3:forces:R:3:lowdin_charge:R:1
H 9.352 3.183 1.089 -0.2 -0.2 -0.2 0.100
H -1.243 -3.091 -0.458 0.9 2.1 1.4 0.113
H -6.685 1.353 5.463 1.3 0.7 -1.8 0.110
C -0.719 -2.181 0.108 1.3 -0.1 0.1 -0.198
C -0.454 -2.516 1.701 -0.8 -0.3 0.6 -0.223
H 6.098 5.001 -3.626 -1.0 -2.0 -1.3 0.100
C -6.017 3.070 3.951 -1.3 -0.8 0.2 -0.214
H 0.352 -4.044 -1.703 1.8 0.9 1.6 0.128
C 5.630 4.067 -4.204 0.8 1.0 0.5 -0.065
O 0.145 -1.348 -7.650 -0.4 1.0 -0.2 0.017
H -0.553 -0.436 2.641 -1.4 -1.7 0.1 0.110
C -0.314 0.650 -6.555 -0.2 0.3 0.1 0.048
C -4.403 1.337 5.193 0.2 -1.5 0.3 -0.211
H -1.363 -1.195 -0.035 1.5 -2.1 0.3 0.113
N 2.963 -1.099 -3.175 -1.5 -3.0 -3.5 0.132
H 4.718 -7.974 0.156 0.1 0.2 -0.1 0.107
H 3.525 -3.244 -1.314 -2.0 -0.6 -1.5 0.141
H 5.746 3.018 -2.095 -0.1 -0.2 -2.2 0.151
H 6.222 4.019 -5.233 -1.3 -0.3 2.3 0.104
H -6.949 -2.005 -0.623 0.2 0.0 0.1 0.102
H -0.921 -3.579 1.938 1.1 2.1 -0.4 0.116
O 7.288 1.958 1.274 0.9 -0.4 -1.8 0.069
O 4.555 -5.676 1.375 -1.4 -0.6 -1.5 0.076
C -5.922 1.564 4.597 1.2 0.1 -0.5 -0.210
H 4.511 4.344 -4.407 2.1 -0.8 0.5 0.083
H -5.332 4.449 6.809 -0.4 1.4 -2.2 0.113
H -5.759 -2.898 0.397 -0.1 0.2 -0.1 0.102
C 1.221 -3.585 -1.029 0.1 0.9 -0.5 -0.201
H 1.446 -4.256 -0.076 -0.7 1.7 -2.3 0.105
O 7.284 2.312 -3.405 -2.5 -0.9 0.7 -0.115
H -2.184 0.879 3.252 -1.9 -1.2 0.0 0.104
C 0.780 -2.048 -0.614 -1.5 -0.1 -0.7 -0.217
H -5.752 7.181 6.677 -1.5 -1.4 -1.0 0.071
O 3.580 1.783 -4.075 0.7 0.1 0.4 -0.101
C -2.772 -1.237 2.463 0.4 1.2 0.2 -0.207
H -0.818 1.591 -6.783 0.1 -0.3 0.0 0.107
H -7.285 3.401 5.923 1.1 1.1 -2.1 0.111
O -5.881 -0.063 1.428 0.5 -1.0 -1.6 0.039
H 5.258 -6.647 -0.940 -0.1 -0.1 0.2 0.103
H -6.834 6.856 5.101 0.9 -0.9 2.3 0.085
H 3.648 -7.410 -1.173 0.1 0.1 0.3 0.095
H 4.764 0.899 -2.532 0.4 1.0 -2.3 0.145
H -6.647 2.967 2.951 1.2 0.4 2.1 0.109
H -4.753 -0.835 4.363 1.7 1.4 0.7 0.107
C -6.443 6.409 6.133 0.2 -0.6 -0.3 -0.169
H 0.595 -1.381 -1.575 0.7 -1.5 1.7 0.097
H 0.701 -2.540 1.976 -2.4 -0.1 -0.8 0.115
O -0.964 0.207 -8.747 1.2 -1.1 1.8 0.098
O -4.752 -0.623 -0.380 -1.1 -0.1 1.2 0.035
H -4.377 1.255 6.378 -0.2 0.5 -2.5 0.112
H 1.671 -3.764 -5.032 0.5 1.7 -0.1 0.191
H 10.058 1.879 0.076 -0.2 0.1 -0.1 0.105
H -3.066 -0.628 5.304 -1.7 1.0 -1.5 0.116
H -0.814 0.134 -5.733 0.2 0.0 -0.1 0.111
O 7.699 1.101 -0.713 0.1 0.7 1.3 0.022
H 2.027 -1.652 -6.328 0.2 0.3 1.2 0.138
H -1.026 -1.849 3.831 -0.2 1.0 -2.4 0.125
H 5.455 0.718 -4.327 -1.0 1.9 1.5 0.159
H -7.166 -2.081 1.159 0.2 0.1 -0.2 0.100
C -5.650 5.004 5.805 -1.1 0.1 -0.1 -0.264
H -4.709 5.201 5.099 -2.1 -0.5 1.6 0.108
H -3.083 -1.221 1.331 1.0 -0.1 2.1 0.072
C 4.925 1.467 -3.569 1.5 -1.3 1.4 -0.111
H 1.562 -1.483 0.048 -1.5 -1.3 -1.1 0.121
C -3.154 0.235 3.139 -0.6 -1.2 -0.2 -0.211
N 7.972 1.822 0.253 -0.9 -0.3 0.6 -0.412
O 2.638 -5.790 0.294 1.6 -0.5 0.5 0.010
C 4.406 -7.116 -0.443 -0.1 -0.2 -0.3 0.042
H -3.418 -2.076 2.985 1.5 1.6 -1.0 0.114
C -6.441 -2.047 0.343 -0.3 -0.2 0.2 0.044
C 2.582 -3.586 -1.943 0.3 -0.1 -1.0 -0.135
H 7.282 1.409 -2.970 0.4 1.6 -0.5 0.076
N 2.056 -2.858 -4.672 2.6 2.6 6.5 0.072
H 2.768 -4.677 -2.390 -0.3 2.4 1.0 0.124
H -3.892 0.815 2.404 1.5 -1.2 1.9 0.105
H -7.638 4.667 4.571 1.9 -1.1 0.8 0.105
C 5.865 2.768 -3.232 0.2 0.0 -0.7 -0.324
C -6.773 4.024 5.050 0.7 0.5 0.4 -0.226
N 3.123 0.830 -4.916 -1.5 -3.2 -2.4 -0.007
H 0.742 0.821 -6.333 -0.3 -0.1 0.0 0.065
H 2.966 1.062 -5.942 0.6 0.0 2.0 0.195
C 9.241 2.595 0.176 0.2 0.2 0.2 0.047
N -0.384 -0.235 -7.749 -0.6 0.2 -1.5 -0.412
C 2.522 -2.576 -3.251 0.2 3.7 -2.4 -0.056
H -4.942 3.480 3.653 -2.4 -0.9 0.8 0.106
C 2.824 -0.464 -4.541 -1.4 -6.9 3.5 -0.122
C -1.154 -1.437 2.719 -0.1 -1.1 0.0 -0.218
H -6.138 0.788 3.730 0.6 1.5 1.9 0.085
H -7.379 6.131 6.795 1.9 0.8 -1.3 0.082
N -5.625 -0.810 0.476 0.4 0.9 0.3 -0.411
C -3.860 -0.107 4.598 0.5 1.2 -0.9 -0.218
N 3.817 -6.112 0.483 0.1 0.7 1.0 -0.402
H -3.629 2.171 4.847 -1.8 -1.7 0.8 0.110
H 9.176 3.248 -0.697 0.0 -0.3 0.0 0.103
N 2.277 -1.644 -5.315 0.4 2.9 -2.0 0.030
```
Positions in Å, forces in eV/Å.

Summary:
E = -58111.746 eV
HOMO energy = -10.823 eV
charge = +1
molecular weight = 613.7 g mol⁻¹

***

Record 2
Below is C24H53NO3P2Sn as an isolated structure, with properties calculated with ωB97M-V/def2-TZVPD.

Structure (XYZ):
```
84
Properties=species:S:1:pos:R:3:forces:R:3:lowdin_charge:R:1
O -0.779 -1.222 0.779 1.4 1.8 -1.5 -0.247
H -2.097 4.134 -0.266 -0.2 -0.1 0.2 0.081
H 3.831 2.408 1.275 0.2 -0.1 0.0 0.073
C -2.790 0.003 -2.244 0.9 -0.8 0.6 -0.518
P 2.691 -0.403 0.788 2.5 -2.0 0.7 1.073
H 3.698 1.692 -1.270 0.1 0.0 0.1 0.072
H -4.035 0.982 -3.764 -0.1 -0.2 0.3 0.092
C -1.972 -0.895 -3.186 -0.3 -0.3 -0.2 -0.087
H -2.812 0.287 0.764 -0.2 0.2 0.0 0.034
H -3.829 3.146 -3.255 0.2 0.3 0.0 0.090
H -2.258 -1.570 4.126 0.1 0.1 -0.4 0.125
H 2.724 -3.490 -1.402 0.1 0.4 -0.1 0.118
H 4.109 -3.871 0.844 0.0 0.3 0.0 0.126
H -1.969 1.709 -4.688 0.3 0.1 0.2 0.098
C -1.187 2.266 -4.148 0.1 0.0 -0.3 -0.079
C 1.257 2.764 0.198 -0.5 3.8 2.5 -0.039
H -3.578 -3.479 2.913 0.4 0.0 -0.1 0.130
H 2.044 1.607 2.674 0.1 -0.1 0.3 0.043
H -0.898 -0.840 3.236 -0.4 -0.2 -0.1 0.073
H -3.890 1.458 1.546 0.0 0.0 -0.2 0.107
H 2.053 -2.674 0.704 0.3 0.2 -0.1 0.095
H -0.888 -0.859 -3.006 -0.1 -0.1 -0.1 0.009
O 2.241 -0.026 -3.953 -3.0 0.7 2.5 0.191
H 1.086 -2.014 2.662 0.1 0.0 0.2 0.059
H -2.595 -0.529 2.713 0.3 -0.3 0.2 0.086
H 4.326 -2.517 1.962 0.1 -0.1 -0.3 0.079
H -3.317 3.820 0.996 0.2 0.0 -0.1 0.121
H -3.948 2.523 -0.944 0.5 -0.2 -0.5 0.130
H -4.641 -0.564 -3.150 0.2 0.1 0.1 0.125
H 3.910 -2.195 -1.691 -0.4 0.0 0.1 0.105
H -2.056 -4.001 3.686 -0.1 0.1 -0.2 0.126
C -1.707 2.833 -2.828 1.8 0.0 0.3 -0.493
C 4.314 0.445 0.421 -0.5 1.3 -0.7 -0.476
C -4.142 0.370 -2.858 -0.3 0.6 -0.1 -0.049
H -1.731 3.056 1.103 -0.3 0.2 -0.2 0.004
H 5.422 1.309 -1.193 -0.3 -0.1 -0.1 0.119
C -3.592 1.041 0.579 -0.1 -0.1 0.2 -0.090
C -0.998 -3.600 0.276 0.4 -0.1 -0.4 0.032
C 2.043 0.711 3.310 0.0 0.2 0.3 -0.090
H 2.685 -2.696 3.047 -0.3 0.2 0.1 0.087
C 2.686 -0.525 2.653 -1.4 0.2 0.4 -0.469
H -0.891 3.112 -4.781 0.0 -0.3 0.1 0.118
C 1.432 0.156 -3.160 3.2 -0.6 -2.3 -0.023
H -0.301 1.626 -4.017 -0.3 0.2 -0.1 0.035
C -1.201 -2.380 1.117 -1.2 -0.9 1.6 -0.443
H -0.488 -4.405 0.835 -0.5 0.3 -0.1 0.124
C -2.930 3.734 -3.026 -0.8 -0.2 0.5 -0.047
H -0.349 -3.351 -0.565 -0.1 0.1 0.0 0.079
C -2.512 3.368 0.403 0.1 0.1 0.2 -0.091
H 3.761 -0.536 2.897 -0.1 0.1 -0.6 0.133
C 2.938 -2.172 0.271 -1.1 0.0 -0.5 -0.533
H -4.809 0.881 -2.151 0.2 -0.1 -0.3 0.090
H -2.303 -1.935 -3.034 0.2 0.3 -0.2 0.109
C 2.928 -2.418 -1.243 0.3 -0.3 0.1 -0.086
H 4.631 1.298 2.421 0.1 0.2 -0.3 0.089
H 5.068 -0.334 0.609 -0.5 -0.3 0.1 0.134
H -2.166 -0.641 -4.240 0.3 -0.1 0.3 0.106
H 5.553 2.049 1.097 -0.2 -0.1 0.1 0.120
H 1.815 -1.712 4.238 0.2 0.0 -0.2 0.120
H 2.591 0.952 4.233 -0.2 0.0 -0.3 0.122
H 5.103 -2.478 0.363 -0.3 -0.1 0.1 0.104
H -1.226 1.969 2.744 0.9 0.0 -0.4 0.115
O 1.202 3.727 0.827 0.4 -3.6 -2.5 0.154
N -1.851 -2.467 2.282 1.2 0.8 -1.6 -0.110
H -4.463 0.530 0.148 0.2 0.1 0.2 0.101
C -3.096 2.164 -0.346 0.8 -0.2 1.3 -0.490
C -2.507 -3.667 2.743 -0.3 -0.9 0.4 0.015
C 2.039 -1.819 3.169 -0.1 -0.2 0.0 -0.072
C 4.416 0.894 -1.041 0.1 -0.1 -0.2 -0.081
H -2.384 -4.454 1.999 -0.2 0.1 0.3 0.092
C 4.584 1.614 1.373 -0.1 0.1 0.1 -0.067
H -3.131 4.380 -2.163 0.0 -0.2 -0.3 0.091
H -2.993 -0.583 -1.331 0.1 0.2 -0.2 0.097
P -1.874 1.474 -1.546 -3.1 0.4 -1.7 1.092
H -0.558 2.003 2.355 -0.8 -0.1 0.7 0.053
H -0.911 3.438 -2.359 -0.1 0.1 -0.3 0.112
H 4.270 0.077 -1.761 0.1 0.2 0.2 0.068
H -2.745 4.396 -3.884 0.2 -0.3 0.2 0.125
C -1.902 -1.280 3.128 -0.2 0.4 0.6 0.003
C 4.196 -2.778 0.905 0.5 0.1 0.3 -0.060
H -1.945 -3.966 -0.149 0.2 0.0 0.3 0.123
H 1.003 0.511 3.605 0.3 0.0 -0.2 0.065
H 2.163 -1.841 -1.782 0.0 -0.2 0.1 0.013
Sn 0.433 0.268 -0.588 -1.0 -0.8 1.2 1.237
```
Positions in Å, forces in eV/Å.

Summary:
E = -57745.644 eV
HOMO energy = -20.999 eV
charge = +4
molecular weight = 584.4 g mol⁻¹

***

Record 3
Below is C24H54BIN4O4S as an isolated structure, with properties calculated with ωB97M-V/def2-TZVPD.

Structure (XYZ):
```
89
Properties=species:S:1:pos:R:3:forces:R:3:lowdin_charge:R:1
H 2.138 -6.250 -8.557 0.0 0.0 0.0 0.080
H 1.868 -3.623 -1.046 0.0 0.1 -0.1 0.102
H 0.763 -7.228 -8.036 0.0 0.0 0.0 0.072
C 4.358 -1.134 -1.764 0.0 0.0 -0.1 -0.079
H 4.769 -0.638 -0.883 0.0 0.0 0.0 0.067
C 2.828 -1.240 -1.707 0.0 0.2 -0.2 -0.243
O -3.929 2.606 1.043 0.5 0.3 0.7 0.148
C 3.078 -6.008 -3.557 0.1 0.1 0.1 -0.082
H 1.498 -3.682 -4.196 0.0 -0.1 0.0 0.040
H 4.652 -0.543 -2.634 0.0 0.0 0.0 0.071
H 2.485 -1.914 -2.496 0.0 -0.1 0.1 0.102
H -6.449 1.274 3.043 -0.1 0.0 0.2 0.086
H -7.874 2.150 2.417 -0.1 0.0 0.2 0.087
O -2.543 5.871 4.959 -0.3 -1.7 -1.0 0.131
C -1.754 3.938 3.619 0.6 0.8 0.0 -0.410
H 2.188 -3.940 -7.154 0.0 -0.1 0.0 0.100
N -0.477 4.040 4.307 0.1 -0.3 0.2 0.101
H 2.564 -7.514 -6.440 0.1 0.0 0.1 0.117
H 0.629 5.828 1.818 0.3 0.0 0.0 0.086
O -4.011 4.301 4.242 0.1 0.7 0.0 0.032
C 2.443 -4.167 -6.116 -0.1 0.2 -0.1 -0.245
C 2.262 -3.085 -0.179 -0.1 -0.2 0.1 -0.247
N 2.960 -5.523 -6.068 0.1 0.0 0.0 -0.202
H 0.300 3.906 3.678 0.1 0.0 -0.2 0.079
H 4.121 -3.124 0.987 0.0 0.0 0.0 0.066
H 3.261 -3.483 -5.876 0.1 -0.1 0.1 0.113
H -6.835 1.304 1.313 0.1 -0.3 0.0 0.088
C 1.228 -3.826 -5.242 0.0 0.1 0.0 -0.078
C 1.377 -6.363 -7.784 0.0 0.0 0.0 -0.092
H 2.325 1.175 1.422 0.0 0.0 0.0 0.068
H 2.195 -6.645 -3.617 0.0 0.0 0.0 0.068
H 3.764 -6.470 -2.845 0.0 0.0 0.0 0.071
C 3.611 -3.700 0.215 0.0 -0.1 -0.1 -0.083
H -1.008 6.503 0.146 0.2 0.1 -0.1 0.073
C -0.508 1.227 2.777 0.4 -0.9 0.6 -0.302
H 1.913 -1.208 1.532 0.0 -0.1 0.0 0.110
H -5.973 5.113 2.715 0.1 0.1 -0.1 0.088
C -1.483 5.965 1.985 0.4 0.2 -0.7 -0.388
C -2.000 1.307 3.072 -0.3 0.9 -0.4 -0.657
H -6.673 4.017 3.870 -0.1 -0.1 0.1 0.094
C 0.431 0.869 3.948 0.3 0.3 -0.3 -0.135
H -2.233 6.520 2.538 -0.1 0.0 0.2 0.139
O -1.790 6.186 0.595 -0.4 -0.1 0.1 -0.040
H -2.514 1.225 2.122 -0.1 0.0 -0.1 0.057
H 2.816 1.098 -0.264 0.0 0.0 0.0 0.067
H 1.055 0.015 3.702 0.0 -0.2 -0.1 0.061
C 3.776 -5.847 -4.913 0.2 -0.1 0.1 -0.250
H 0.002 7.488 1.759 0.1 0.2 0.0 0.084
C -6.615 4.242 2.802 0.1 0.0 0.2 -0.081
H -0.402 0.432 2.043 0.0 0.0 -0.2 0.089
H 2.785 -5.046 -3.137 -0.1 0.0 0.0 0.041
N -6.088 3.134 2.002 0.2 0.5 0.6 -0.114
I -2.645 -0.491 4.090 -0.2 -0.3 -0.7 0.897
H -1.169 2.468 5.965 0.1 0.2 -0.4 -0.106
H -4.160 3.245 0.363 -0.5 -0.4 -0.6 0.123
N 2.217 -1.661 -0.458 -0.1 -0.1 -0.1 -0.195
H -0.087 0.644 4.870 -0.1 0.0 0.1 0.014
C -1.609 4.454 2.172 -0.5 0.1 0.1 -0.053
H 1.219 -6.687 -5.670 0.0 0.0 0.0 0.101
H 3.452 -4.704 0.613 0.0 0.0 0.0 0.071
H -4.537 2.287 4.202 -0.2 0.3 0.3 0.125
H 1.549 -3.286 0.626 0.0 0.1 0.0 0.111
C -0.090 6.523 2.248 -0.4 -0.2 0.1 -0.033
H 0.119 6.658 3.302 0.0 0.0 0.2 0.076
H -0.370 4.947 4.738 -0.2 0.1 0.1 0.086
B -4.656 2.938 2.169 -0.2 0.1 -0.7 -0.510
C 2.180 0.630 0.488 0.0 0.1 0.0 -0.091
C 2.515 -0.838 0.697 0.1 0.1 0.0 -0.271
H -0.131 2.128 2.305 -0.3 0.2 -0.2 0.084
H 4.560 -5.090 -4.821 -0.1 0.1 0.0 0.111
H 0.728 -5.487 -7.807 0.0 0.0 0.0 0.064
H 3.567 -0.918 1.014 0.0 0.0 0.0 0.104
C -2.760 4.825 4.373 -0.3 1.2 0.5 -0.434
H 4.305 -6.779 -5.136 -0.1 0.0 -0.1 0.109
H 1.121 1.687 4.131 0.0 0.1 0.2 0.061
H 0.455 -4.594 -5.293 0.0 0.0 0.0 0.068
C -6.838 1.888 2.229 0.0 0.2 -0.9 -0.055
H 0.779 -2.892 -5.587 0.0 0.0 0.0 0.073
H -2.447 4.153 1.558 -0.1 -0.1 0.0 0.104
S -2.447 2.266 5.629 -0.3 0.4 0.6 0.792
H 4.835 -2.107 -1.862 0.0 0.0 0.1 0.053
H 4.276 -3.800 -0.642 0.0 0.1 0.0 0.051
H 1.139 0.750 0.182 0.0 0.0 -0.1 0.075
C -3.959 3.012 3.615 0.4 -1.1 -0.3 -0.209
H -0.737 3.999 1.708 0.1 -0.2 0.0 0.121
H 2.410 -0.266 -1.975 0.0 0.0 0.1 0.101
H -7.597 4.533 2.441 -0.2 -0.1 0.0 0.088
C -2.493 2.600 3.781 0.9 -1.1 1.4 -0.579
C 2.017 -6.568 -6.420 -0.2 0.0 -0.1 -0.277
```
Positions in Å, forces in eV/Å.

Summary:
E = -59526.944 eV
HOMO energy = -8.178 eV
molecular weight = 632.5 g mol⁻¹